Entry 1:
{"formula": "C5H6O2", "method": "ωB97M-V with the def2-TZVPD basis set", "homo_energy_ev": -8.57, "total_charge": 0, "e_tot_ha": -344.4678, "species": ["O", "C", "C", "C", "C", "C", "O", "H", "H", "H", "H", "H", "H"], "coordinates": [[2.094, 0.943, -0.513], [1.337, -0.055, -0.810], [0.102, -0.147, -0.185], [-0.427, -0.540, 1.155], [-0.959, -1.170, -0.114], [-0.188, 1.763, -0.200], [-1.268, 2.169, -0.076], [1.573, -0.627, -1.715], [-1.076, 0.156, 1.685], [0.221, -1.133, 1.795], [-1.960, -0.877, -0.425], [-0.699, -2.204, -0.329], [1.250, 1.722, -0.270]], "atomic_forces_ev_per_a": [[-0.135, 0.074, 0.046], [-0.253, -0.014, -0.014], [0.259, -0.289, -0.086], [-0.008, 0.105, 0.197], [-0.071, -0.146, -0.118], [-1.116, 0.605, 0.143], [0.984, -0.399, -0.137], [-0.032, 0.086, 0.098], [0.087, -0.106, -0.102], [-0.082, 0.080, -0.124], [0.161, -0.024, 0.053], [-0.057, 0.144, 0.064], [0.263, -0.115, -0.021]]}

Entry 2:
{"formula": "C42H94N6O16", "method": "ωB97M-V with the def2-TZVPD basis set", "homo_energy_ev": -8.55, "smiles": "O=C1C=C(O)C(=O)C=C1O.COCCNCCOC.COCCNCCOC.COCCNCCOC.COCCNCCOC.COCCNCCOC.COCCNCCOC", "total_charge": 0, "e_tot_ha": -3188.6643, "species": ["O", "C", "C", "C", "O", "C", "O", "C", "C", "O", "H", "H", "H", "H", "C", "O", "C", "C", "N", "C", "C", "O", "C", "H", "H", "H", "H", "H", "H", "H", "H", "H", "H", "H", "H", "H", "H", "H", "C", "O", "C", "C", "N", "C", "C", "O", "C", "H", "H", "H", "H", "H", "H", "H", "H", "H", "H", "H", "H", "H", "H", "H", "C", "O", "C", "C", "N", "C", "C", "O", "C", "H", "H", "H", "H", "H", "H", "H", "H", "H", "H", "H", "H", "H", "H", "H", "C", "O", "C", "C", "N", "C", "C", "O", "C", "H", "H", "H", "H", "H", "H", "H", "H", "H", "H", "H", "H", "H", "H", "H", "C", "O", "C", "C", "N", "C", "C", "O", "C", "H", "H", "H", "H", "H", "H", "H", "H", "H", "H", "H", "H", "H", "H", "H", "C", "O", "C", "C", "N", "C", "C", "O", "C", "H", "H", "H", "H", "H", "H", "H", "H", "H", "H", "H", "H", "H", "H", "H"], "coordinates": [[1.360, 1.298, -0.580], [0.453, 0.557, -0.820], [0.751, -0.867, -1.230], [-0.271, -1.741, -1.183], [-0.172, -3.082, -1.120], [-1.695, -1.266, -1.104], [-2.564, -2.074, -1.426], [-2.006, 0.166, -0.866], [-0.999, 1.030, -0.711], [-1.199, 2.287, -0.278], [1.733, -1.208, -1.510], [-1.050, -3.491, -1.027], [-3.055, 0.443, -0.681], [-0.344, 2.715, -0.122], [1.014, -8.324, -1.848], [0.852, -7.272, -0.988], [1.352, -7.598, 0.348], [1.037, -6.396, 1.338], [1.737, -5.176, 0.834], [1.301, -3.922, 1.538], [2.220, -3.567, 2.741], [2.137, -4.502, 3.832], [0.837, -4.566, 4.415], [2.103, -8.584, -1.952], [0.588, -8.032, -2.833], [0.466, -9.242, -1.608], [2.426, -7.818, 0.361], [0.833, -8.443, 0.794], [1.524, -6.657, 2.293], [-0.045, -6.249, 1.500], [1.535, -5.032, -0.147], [0.220, -3.947, 1.841], [1.257, -3.157, 0.759], [1.976, -2.576, 3.146], [3.247, -3.726, 2.485], [0.315, -3.602, 4.391], [0.917, -4.856, 5.456], [0.237, -5.328, 3.894], [-4.601, 2.760, -2.187], [-5.441, 1.910, -2.953], [-5.043, 1.907, -4.316], [-5.654, 0.786, -5.054], [-5.139, 0.666, -6.395], [-3.814, -0.048, -6.416], [-3.483, -0.285, -7.880], [-3.063, 0.911, -8.464], [-3.316, 0.917, -9.850], [-3.534, 2.482, -2.224], [-4.847, 2.678, -1.145], [-4.632, 3.802, -2.502], [-3.998, 1.642, -4.490], [-5.352, 2.877, -4.756], [-6.761, 0.925, -5.193], [-5.558, -0.201, -4.586], [-4.958, 1.614, -6.811], [-3.939, -1.035, -5.958], [-2.991, 0.429, -5.888], [-4.323, -0.724, -8.391], [-2.656, -0.986, -7.971], [-4.382, 0.976, -10.078], [-2.867, 0.067, -10.328], [-2.824, 1.832, -10.181], [3.954, 2.095, 4.836], [2.764, 2.691, 4.337], [2.545, 2.632, 2.929], [1.150, 3.115, 2.581], [1.123, 4.590, 2.792], [-0.062, 5.248, 2.288], [0.079, 5.879, 0.876], [0.250, 4.893, -0.109], [0.898, 5.303, -1.290], [4.724, 2.364, 4.147], [3.917, 1.005, 4.910], [4.106, 2.539, 5.845], [2.728, 1.641, 2.501], [3.181, 3.421, 2.435], [0.406, 2.625, 3.232], [0.949, 2.880, 1.514], [1.269, 4.791, 3.800], [-0.327, 6.063, 3.004], [-0.751, 4.399, 2.149], [0.979, 6.521, 0.929], [-0.823, 6.528, 0.716], [1.107, 4.450, -1.938], [1.888, 5.770, -1.123], [0.366, 6.039, -1.866], [-0.871, -0.660, 2.867], [-0.732, 0.211, 3.912], [0.442, 0.157, 4.669], [0.337, 1.130, 5.829], [-0.798, 0.846, 6.690], [-1.154, 1.892, 7.589], [-2.453, 1.328, 8.277], [-3.457, 1.224, 7.301], [-4.069, 2.440, 7.017], [-0.777, -1.715, 3.214], [-0.122, -0.495, 2.076], [-1.870, -0.527, 2.389], [1.259, 0.358, 3.985], [0.559, -0.844, 5.108], [0.327, 2.156, 5.493], [1.285, 1.135, 6.394], [-1.618, 0.599, 6.161], [-1.512, 2.855, 7.218], [-0.410, 2.181, 8.319], [-2.870, 1.984, 9.101], [-2.197, 0.317, 8.613], [-4.159, 3.022, 7.935], [-5.009, 2.175, 6.548], [-3.482, 3.022, 6.315], [4.326, 1.396, -2.560], [4.988, 2.343, -1.777], [4.282, 3.605, -1.800], [4.859, 4.483, -0.707], [6.174, 4.976, -1.004], [6.165, 6.112, -1.945], [7.552, 6.438, -2.401], [7.589, 7.703, -2.963], [8.799, 8.019, -3.707], [3.263, 1.304, -2.308], [4.810, 0.411, -2.380], [4.419, 1.677, -3.615], [3.235, 3.392, -1.585], [4.394, 4.116, -2.757], [4.873, 3.879, 0.210], [4.234, 5.385, -0.523], [6.742, 4.167, -1.293], [5.866, 6.956, -1.287], [5.369, 6.011, -2.707], [7.890, 5.637, -3.090], [8.136, 6.388, -1.457], [8.988, 7.129, -4.290], [9.663, 8.266, -3.052], [8.724, 8.930, -4.316], [-3.985, -3.078, 3.309], [-3.730, -4.153, 2.408], [-2.940, -3.846, 1.294], [-2.953, -5.096, 0.421], [-1.826, -5.079, -0.516], [-2.247, -5.238, -1.929], [-2.677, -6.660, -2.278], [-3.081, -6.693, -3.647], [-2.032, -6.900, -4.584], [-4.624, -2.310, 2.787], [-3.021, -2.612, 3.556], [-4.381, -3.574, 4.220], [-1.907, -3.428, 1.554], [-3.445, -2.988, 0.774], [-3.881, -4.985, -0.185], [-3.031, -5.985, 1.060], [-1.109, -5.792, -0.387], [-1.393, -5.049, -2.572], [-3.079, -4.617, -2.259], [-3.505, -6.956, -1.645], [-1.822, -7.297, -2.023], [-2.591, -7.265, -5.436], [-1.280, -7.578, -4.152], [-1.719, -5.915, -4.889]], "atomic_forces_ev_per_a": [[0.701, 1.572, 0.530], [-0.296, -2.210, -1.372], [-1.379, 0.575, 0.142], [-0.307, -0.991, 1.031], [1.435, 1.870, -0.901], [-1.235, 0.556, -1.360], [0.605, 0.561, 0.800], [-0.276, -0.841, 0.344], [0.330, 0.111, 1.059], [0.068, -0.731, -0.516], [0.391, 0.307, 0.408], [-0.647, -0.602, 0.326], [0.594, -0.166, -0.298], [0.254, 0.380, -0.146], [0.659, -0.975, -2.005], [0.120, 0.391, 2.545], [-1.137, 1.790, 0.779], [1.832, -0.225, -1.442], [-1.115, 0.371, 1.154], [-0.023, -0.599, -0.107], [-1.090, -1.102, 0.110], [-0.930, 0.252, 0.152], [0.172, -0.319, -0.423], [-0.825, 0.107, -0.133], [0.594, 0.019, 0.465], [-0.001, 0.018, 0.575], [-0.070, 0.229, -0.364], [-0.214, -0.446, -0.428], [-0.416, 0.041, -0.215], [0.163, -0.124, -0.164], [-0.167, -0.267, -0.058], [0.712, -0.337, 0.119], [0.613, 0.299, 0.366], [0.232, 0.113, -0.306], [0.616, 0.685, -0.631], [0.057, 0.010, -0.145], [0.247, -0.115, 0.160], [-0.091, 0.299, 0.140], [0.705, -0.245, -0.164], [0.896, 0.164, 0.039], [-0.151, 0.139, 0.582], [-3.212, -0.703, -0.988], [2.131, 0.483, -0.644], [-1.368, -0.318, -1.017], [1.041, -0.300, 1.039], [-0.533, 0.471, -0.201], [0.332, 1.270, 0.380], [-0.196, -0.238, -0.362], [-0.574, 0.027, 0.400], [-0.344, 0.179, -0.103], [0.599, 1.048, 0.721], [0.547, -0.359, -0.086], [0.740, -0.010, 0.492], [0.229, 0.379, 0.322], [-0.372, -1.155, 0.489], [-0.214, 0.107, 0.068], [0.150, 0.350, -0.044], [-0.642, -0.016, -0.165], [0.237, -0.456, 0.092], [-0.073, -0.131, 0.038], [0.234, -0.583, -0.408], [-0.120, -0.100, -0.441], [-0.741, 0.733, 0.274], [-0.897, -0.341, 0.086], [0.643, 1.042, -0.466], [0.024, 0.694, 0.565], [0.947, -0.226, 0.630], [0.056, -0.476, -0.674], [0.350, 0.936, 1.278], [-0.015, -0.521, -0.219], [1.118, 0.205, -0.086], [1.115, 0.148, -0.165], [-0.273, -0.075, -0.030], [0.113, -0.395, -0.754], [0.144, -0.074, 0.169], [0.022, -1.048, 0.286], [-0.012, -0.098, -0.361], [0.197, 0.242, 0.694], [-0.150, -0.313, -1.128], [-0.434, -0.784, -0.637], [-1.060, 0.837, 0.420], [-0.293, -0.062, -0.250], [0.608, -0.543, -0.244], [-0.374, -0.189, 0.259], [-0.253, -0.202, 0.471], [-0.782, 0.328, -0.185], [-0.210, -1.155, -0.929], [-1.304, 1.296, 0.736], [-0.072, -0.488, 0.417], [0.480, 0.353, 0.036], [1.076, -0.103, -0.386], [-2.267, -0.123, 1.564], [0.835, 0.836, 0.525], [0.045, -1.029, 0.162], [0.038, -0.017, -0.299], [-0.053, 0.328, -0.263], [0.125, -0.034, 0.054], [0.630, -0.019, 0.531], [0.668, 0.192, 0.200], [0.085, -0.147, -0.185], [-0.319, 0.544, -0.661], [-0.262, -0.538, 0.037], [-0.063, -0.055, -0.361], [0.366, 0.246, -0.985], [0.533, -0.495, 0.250], [0.801, -0.689, -0.511], [-0.379, 0.239, 0.161], [-0.497, 0.173, 0.031], [-0.335, 0.375, 0.118], [0.121, 0.287, -0.283], [0.349, -0.826, -0.295], [-0.302, 1.143, 0.355], [0.229, -0.528, 0.664], [-0.525, 0.301, 0.327], [1.074, -0.501, -0.354], [-1.149, 0.203, 1.624], [0.469, -1.064, 0.444], [0.622, 1.600, -1.060], [-0.223, -0.149, 1.219], [0.051, 0.085, 0.083], [-0.261, 0.643, -0.229], [-0.101, -0.262, -0.135], [-0.256, 0.079, -0.146], [-0.113, -0.235, -0.352], [0.030, 0.224, -0.057], [0.009, -0.687, -0.090], [-0.156, 0.720, -0.174], [-0.100, -0.131, -0.582], [0.644, 0.082, -0.224], [0.208, 0.391, 0.064], [0.235, -0.029, -0.551], [0.557, 0.009, -0.546], [-0.469, -0.621, 0.027], [-0.823, -0.495, 0.038], [0.444, -0.307, -0.742], [-0.006, -0.313, 0.749], [-0.118, 1.564, 0.150], [-0.198, 0.715, -0.535], [-0.579, -0.046, -1.344], [-0.006, -0.941, -0.118], [0.308, 0.694, -0.101], [-0.122, -0.726, 1.309], [-1.423, 0.357, 0.468], [0.229, -0.666, 0.904], [-0.201, 0.142, 0.169], [-0.200, 0.801, -0.642], [-0.930, -0.928, -0.062], [0.482, -0.589, -0.027], [0.471, -0.549, 0.474], [0.144, 0.156, -0.196], [-0.222, 0.177, 0.491], [0.217, 0.442, -0.053], [0.205, 0.563, 0.533], [-0.377, -0.185, -0.110], [-0.076, -0.445, -0.441], [0.508, -0.726, -0.377], [-0.008, 0.300, -0.631], [1.142, 0.255, -0.041]]}